# 1
{"formula": "C5H17N2O3", "method": "ωB97M-V with the def2-TZVPD basis set", "lumo_ev": -2.91, "gap_ev": 9.29, "relative_energy_ev": 2.803, "charge": 1, "spin_multiplicity": 1, "symbols": ["C", "C", "C", "C", "C", "N", "N", "H", "H", "H", "H", "H", "H", "H", "H", "H", "H", "H", "H", "H", "O", "H", "H", "O", "H", "H", "O"], "xyz": [[1.218, 0.249, -1.141], [1.868, 0.979, 0.073], [0.856, 1.521, 1.064], [1.018, 2.242, 2.154], [-1.299, 1.908, 0.007], [-0.519, 1.218, 0.709], [0.762, -1.093, -0.531], [0.343, 0.549, -1.731], [2.013, 0.072, -1.844], [2.505, 1.668, -0.464], [2.513, 0.234, 0.533], [2.094, 2.468, 2.423], [0.288, 2.695, 2.812], [-1.006, 2.802, -0.564], [-2.401, 1.823, 0.144], [0.198, -0.840, 0.298], [0.190, -1.616, -1.192], [1.530, -1.733, -0.350], [1.061, -3.047, -2.971], [1.234, -1.738, -3.750], [1.385, -2.142, -2.889], [-1.244, -2.349, 3.209], [-2.134, -1.623, 2.141], [-1.315, -2.109, 2.281], [-3.985, -1.385, -0.343], [-3.641, 0.009, -0.326], [-3.533, -0.763, 0.247]], "mulliken_charge": [-0.67, -0.68, 0.61, -0.96, -0.47, -0.28, -0.20, 0.40, 0.39, 0.42, 0.34, 0.22, 0.32, 0.29, 0.29, 0.24, 0.38, 0.35, 0.32, 0.32, -0.64, 0.32, 0.30, -0.64, 0.31, 0.29, -0.56]}


# 2
{"formula": "C6H14N2O", "method": "ωB97M-V with the def2-TZVPD basis set", "lumo_ev": 0.79, "gap_ev": 10.02, "relative_energy_ev": 1.203, "charge": 0, "spin_multiplicity": 1, "smiles": "[H]/N=C(/O)CN[C@H](C)CC", "symbols": ["H", "N", "C", "O", "C", "N", "C", "C", "C", "C", "H", "H", "H", "H", "H", "H", "H", "H", "H", "H", "H", "H", "H"], "xyz": [[-1.063, 1.359, -1.950], [-1.602, 2.180, -1.667], [-1.379, 2.397, -0.434], [-2.064, 3.353, 0.206], [-0.654, 1.484, 0.528], [0.147, 0.508, -0.167], [0.439, -0.725, 0.561], [1.311, -0.509, 1.800], [1.070, -1.742, -0.394], [0.145, -2.195, -1.517], [-3.013, 3.224, -0.038], [-1.419, 0.964, 1.127], [-0.100, 2.128, 1.235], [1.014, 0.927, -0.495], [-0.534, -1.130, 0.890], [2.294, -0.107, 1.512], [0.843, 0.198, 2.501], [1.470, -1.456, 2.335], [1.391, -2.615, 0.195], [1.990, -1.302, -0.814], [0.647, -2.922, -2.172], [-0.757, -2.676, -1.108], [-0.177, -1.345, -2.133]], "mulliken_charge": [0.33, -0.81, 0.36, -0.50, -0.30, -0.26, 0.25, -1.48, -0.67, -1.07, 0.37, 0.31, 0.27, 0.28, 0.29, 0.33, 0.37, 0.41, 0.33, 0.34, 0.36, 0.28, 0.20]}


# 3
{"formula": "C18H29F3MgN4O4PS3", "method": "ωB97M-V with the def2-TZVPD basis set", "lumo_ev": 2.57, "gap_ev": 7.40, "relative_energy_ev": 0.022, "charge": -1, "spin_multiplicity": 1, "symbols": ["Mg", "F", "C", "F", "F", "C", "C", "C", "C", "N", "C", "S", "H", "H", "H", "N", "C", "C", "C", "O", "O", "H", "H", "H", "H", "H", "H", "C", "N", "C", "C", "N", "H", "H", "H", "H", "H", "H", "C", "C", "C", "O", "P", "S", "S", "O", "C", "C", "C", "H", "H", "H", "H", "H", "H", "H", "H", "H", "H", "H", "H", "H", "H"], "xyz": [[0.779, 0.938, 0.264], [2.358, -4.927, 2.500], [1.800, -3.691, 2.579], [2.311, -3.130, 3.689], [0.491, -3.894, 2.800], [2.073, -2.888, 1.340], [2.816, -3.446, 0.323], [3.074, -2.729, -0.842], [2.555, -1.453, -0.921], [1.851, -0.898, 0.056], [1.574, -1.565, 1.206], [0.635, -0.709, 2.352], [3.193, -4.454, 0.435], [3.643, -3.152, -1.656], [2.693, -0.828, -1.797], [-0.204, 2.678, 1.052], [0.118, 3.956, 0.389], [0.201, 3.792, -1.129], [1.482, 3.068, -1.543], [2.421, 3.708, -2.015], [1.496, 1.801, -1.326], [-1.211, 2.507, 0.949], [-0.011, 2.738, 2.046], [1.076, 4.309, 0.778], [-0.639, 4.709, 0.629], [0.199, 4.778, -1.594], [-0.675, 3.231, -1.465], [5.776, 3.236, 0.376], [4.714, 2.358, -0.069], [4.793, 1.729, -1.381], [3.679, 2.118, 0.702], [2.748, 1.904, 1.354], [5.908, 4.046, -0.345], [6.719, 2.692, 0.477], [5.514, 3.665, 1.340], [5.184, 2.462, -2.087], [3.787, 1.467, -1.702], [5.446, 0.852, -1.354], [-2.247, -2.759, 1.055], [-2.914, -1.791, 2.012], [-4.354, -2.171, 2.317], [-2.853, -0.413, 1.595], [-2.965, 0.213, 0.134], [-3.511, 2.089, 0.353], [-1.301, -0.117, -0.919], [-4.150, -0.703, -0.462], [-4.611, -0.801, -1.823], [-4.486, 0.487, -2.615], [-3.924, -1.975, -2.499], [-2.275, -3.756, 1.501], [-1.211, -2.478, 0.879], [-2.768, -2.789, 0.098], [-2.345, -1.780, 2.946], [-4.927, -2.307, 1.400], [-4.837, -1.396, 2.912], [-4.366, -3.105, 2.884], [-5.675, -1.031, -1.709], [-3.441, 0.749, -2.781], [-4.966, 1.315, -2.098], [-4.970, 0.342, -3.584], [-2.856, -1.784, -2.593], [-4.349, -2.128, -3.494], [-4.067, -2.886, -1.918]], "mulliken_charge": [1.62, -0.34, 0.49, -0.26, -0.17, -0.03, 0.01, -1.21, -0.21, -0.14, 0.25, -0.38, 0.47, 0.39, 0.54, -0.52, -0.64, -0.58, 0.44, -0.74, -0.81, -0.29, 0.25, 0.32, 0.43, 0.39, 0.21, -1.02, 0.12, -0.69, 0.61, -0.69, 0.33, 0.34, 0.33, 0.37, 0.04, 0.28, -0.61, 0.54, -1.53, -0.47, 1.17, -0.64, -0.51, -0.42, 0.49, -1.39, -1.17, 0.51, -0.10, 0.00, 0.45, 0.18, 0.34, 0.47, 0.22, 0.25, 0.33, 0.48, 0.16, 0.49, 0.27]}